Entry a
The following is a quantum chemistry calculation of an isolated molecule of C2H6N4O, from the OMol25 dataset.

Last columns: bonded neighbours and bond lengths (Å).
Atoms and positions in Å:
1 C -0.9332 0.0861 -0.1320  C2 1.345, N3 1.440, N5 1.684
2 C 0.1523 0.8662 -0.2806  C1 1.345, N4 1.441, O7 1.383
3 N -0.2221 -1.1602 -0.2511  C1 1.440, N4 1.549, H8 0.940
4 N 1.0031 -0.2634 -0.5555  C2 1.441, N3 1.549, N6 1.418
5 N -2.6096 0.2038 -0.2403  C1 1.684, H9 1.005, H10 1.070
6 N 2.2794 -0.2936 0.0615  N4 1.418, H11 1.060, H12 1.059
7 O 0.4459 2.2095 -0.1326  C2 1.383, H13 0.943
8 H -0.3912 -1.4993 -1.1110  N3 0.940
9 H -3.1143 -0.5707 0.1528  N5 1.005
10 H -2.7401 1.0974 0.3345  N5 1.070
11 H 2.2064 -0.3660 1.1162  N6 1.060
12 H 2.9016 -1.0496 -0.3425  N6 1.059
13 H 1.3141 2.3310 -0.4810  O7 0.943

Values from the calculation:
- Kohn-Sham gap: 8.7 eV
- HOMO: -7.80 eV
- Spin multiplicity: 1
- SMILES: Nc1[nH]n(N)c1O



Entry b
The following is a quantum chemistry calculation of an isolated molecule of C2H6N4O, from the OMol25 dataset.

Last columns: bonded neighbours and bond lengths (Å).
Atoms and positions in Å:
1 C -1.1472 0.3653 -0.0013  C2 1.482, N3 1.266, N5 1.369
2 C 0.2754 -0.0505 0.0253  C1 1.482, N4 1.263, O7 1.380
3 N -1.4604 1.5713 0.2248  C1 1.266, H8 1.018
4 N 1.2027 0.7933 -0.1306  C2 1.263, N6 1.364
5 N -2.0010 -0.6554 -0.3239  C1 1.369, H9 1.007, H10 1.006
6 N 2.5192 0.4369 -0.1668  N4 1.364, H11 1.011, H12 1.020
7 O 0.4454 -1.4038 0.2338  C2 1.380, H13 0.966
8 H -2.4602 1.7544 0.1674  N3 1.018
9 H -1.6605 -1.6013 -0.2607  N5 1.007
10 H -2.9897 -0.5169 -0.2005  N5 1.006
11 H 3.0877 1.2658 -0.0617  N6 1.011
12 H 2.8261 -0.3170 0.4480  N6 1.020
13 H 1.3625 -1.6421 0.0462  O7 0.966

Values from the calculation:
- Kohn-Sham gap: 9.3 eV
- HOMO: -8.69 eV
- Spin multiplicity: 1
- SMILES: [H]/N=C(N)/C(O)=N/N



Winner for stability: entry b



Entry a
The following is a quantum chemistry calculation of an isolated molecule of C9H13N, from the OMol25 dataset.

Last columns: bonded neighbours and bond lengths (Å).
Atoms and positions in Å:
1 C 1.4132 -0.5919 -0.3881  C2 1.432, C3 1.396, H11 1.061
2 C 0.7091 0.3216 0.4613  C1 1.432, C4 1.311, C9 1.463
3 C 0.6405 -1.7478 -0.2622  C1 1.396, N10 1.246
4 C -0.3022 -0.1781 1.1297  C2 1.311
5 C -1.9757 -2.6891 -1.1542  C8 1.552, H12 1.105, H13 1.155, H14 1.102
6 C 0.7550 2.5422 1.6280  C9 1.589, H15 1.137, H16 1.059, H17 1.082
7 C 0.8082 2.4291 -0.9491  C9 1.546, H18 1.079, H19 1.077, H20 1.196
8 C -1.4935 -2.8264 0.3150  C5 1.552, N10 1.416, H21 1.093, H22 1.045
9 C 1.1948 1.6977 0.3564  C2 1.463, C6 1.589, C7 1.546, H23 1.084
10 N -0.1984 -2.2820 0.4889  C3 1.246, C8 1.416
11 H 2.2460 -0.3770 -1.0097  C1 1.061
12 H -1.6038 -1.7246 -1.5458  C5 1.105
13 H -3.1262 -2.7294 -1.2516  C5 1.155
14 H -1.6678 -3.4813 -1.8561  C5 1.102
15 H 0.4207 2.0148 2.5784  C6 1.137
16 H -0.0776 3.1592 1.4108  C6 1.059
17 H 1.5400 3.1708 2.0260  C6 1.082
18 H -0.1860 2.3329 -1.3582  C7 1.079
19 H 1.3725 2.1222 -1.8133  C7 1.077
20 H 0.8812 3.6020 -0.7253  C7 1.196
21 H -1.4669 -3.8957 0.5391  C8 1.093
22 H -2.1495 -2.4047 1.0110  C8 1.045
23 H 2.2666 1.5352 0.3690  C9 1.084

Values from the calculation:
- Kohn-Sham gap: 7.7 eV
- HOMO: -7.90 eV
- Spin multiplicity: 1



Entry b
The following is a quantum chemistry calculation of an isolated molecule of C9H13N, from the OMol25 dataset.

Last columns: bonded neighbours and bond lengths (Å).
Atoms and positions in Å:
1 C -4.7076 -0.0228 0.1960  C4 1.399, N10 1.149
2 C -2.4897 0.9613 0.3599  C3 1.470, C4 1.382, H11 1.059
3 C -1.8217 -0.2990 0.0040  C2 1.470, C5 1.361, H12 1.016
4 C -3.8650 1.0623 0.4576  C1 1.399, C2 1.382, H13 1.084
5 C -0.4930 -0.5314 -0.1789  C3 1.361, C6 1.492, C9 1.486
6 C -0.0847 -1.8661 -0.7049  C5 1.492, H14 1.124, H15 1.031, H16 1.028
7 C 1.4826 0.2166 1.3204  C9 1.559, H17 1.046, H18 1.178, H19 1.134
8 C 1.3562 0.6052 -1.1670  C9 1.534, H20 1.160, H21 1.126, H22 1.129
9 C 0.5288 0.5046 0.1211  C5 1.486, C7 1.559, C8 1.534, H23 1.148
10 N -5.3754 -0.9543 0.1152  C1 1.149
11 H -1.8359 1.7814 0.5059  C2 1.059
12 H -2.4281 -1.1019 -0.1333  C3 1.016
13 H -4.3586 1.9385 0.8616  C4 1.084
14 H 0.7321 -2.2167 -0.0163  C6 1.124
15 H 0.1899 -1.7981 -1.6962  C6 1.031
16 H -0.8033 -2.5992 -0.6512  C6 1.028
17 H 2.1091 1.0268 1.5338  C7 1.046
18 H 2.1597 -0.7049 1.0392  C7 1.178
19 H 1.1256 0.1028 2.3909  C7 1.134
20 H 1.4643 -0.4420 -1.6534  C8 1.160
21 H 2.3565 1.1208 -1.1346  C8 1.126
22 H 0.7024 1.3110 -1.7570  C8 1.129
23 H -0.0773 1.4356 0.4097  C9 1.148

Values from the calculation:
- Kohn-Sham gap: 8.7 eV
- HOMO: -8.71 eV
- Spin multiplicity: 1
- SMILES: C/C(=C/C=C\C#N)C(C)C



Winner for stability: entry b